No. 1
The following is a DFT calculation (ωB97M-V/def2-TZVPD) of 10 unconnected molecules or ions with the total composition C22H64N2O10 in a non-equilibrium geometry.

Output
Orbital gap in eV: 9.3123
Relative energy (zero: lowest compared OMol25 entry of this formula, charge and spin) in kcal/mol: 202.2
Electronic energy in eV: -47297.98117
SMILES string: NC(N)=O.CC(C)O.CC(C)O.CC(C)O.CC(C)O.CC(C)O.CC(C)O.CO.CO.CO

```
98
Properties=species:S:1:pos:R:3:forces:R:3:lowdin_charge:R:1
N 0.25898 -0.51899 1.06049 1.5 -0.1 -0.9 0.14
C -0.83202 -0.00899 0.47049 -0.7 -0.7 -4.6 -0.53
N -1.73102 0.38901 1.33749 -3.6 1.6 -0.9 0.20
O -1.07302 0.04001 -0.87451 1.5 -0.3 5.8 -0.09
H 1.00098 -0.92999 0.43349 -0.8 0.1 1.4 0.07
H 0.33998 -0.61999 2.08749 0.0 0.0 -1.0 0.10
H -2.60702 0.67601 0.87249 0.5 -0.2 0.6 0.11
H -1.75202 0.38201 2.33649 0.6 -0.3 0.2 0.12
C 0.49498 1.06301 -3.80451 -0.7 -1.6 1.1 -0.03
C 0.85398 2.39401 -3.13051 -7.4 -0.9 1.8 -0.60
C 0.55898 2.55601 -1.62651 -0.8 -1.2 0.4 -0.05
O 2.03298 2.75601 -3.32951 8.1 3.1 -3.2 0.03
H -0.31202 0.53901 -3.25951 -0.2 0.6 -0.3 0.05
H 1.25998 0.26401 -3.69751 0.3 0.9 -0.2 0.07
H 0.21598 1.11201 -4.85651 0.1 0.3 0.0 0.08
H 0.23398 3.22601 -3.55151 -0.2 -0.8 -0.2 0.15
H -0.49402 2.29001 -1.46951 0.3 0.3 0.4 0.06
H 0.79798 3.56501 -1.31851 -0.3 0.5 -0.2 0.08
H 1.16498 1.95701 -0.91551 -0.2 -0.2 -0.7 0.06
H 2.64098 2.40001 -2.71751 1.1 -0.7 1.0 0.10
C -4.68202 -1.95499 -1.02051 1.4 0.3 0.8 -0.03
C -4.23302 -0.70299 -1.76051 -2.5 -4.0 -4.3 -0.63
C -5.37302 -0.09499 -2.51651 -0.9 0.4 -2.3 -0.05
O -3.78602 0.17501 -0.96151 2.8 5.5 5.6 -0.04
H -5.58102 -1.80499 -0.44251 -0.4 0.2 0.0 0.08
H -3.88802 -2.25399 -0.32851 0.0 0.3 0.2 0.06
H -4.75802 -2.79399 -1.63651 -0.6 -1.3 -1.3 0.06
H -3.37102 -0.80399 -2.45251 -0.9 -1.6 -0.6 0.15
H -5.69102 -0.69899 -3.36951 0.0 -0.4 0.0 0.08
H -5.06802 0.85301 -3.01751 -0.1 -0.4 0.7 0.09
H -6.29202 0.06201 -1.95051 0.3 0.2 0.4 0.08
H -2.88002 0.28101 -1.25951 0.9 0.8 1.1 0.05
C 6.50298 -2.13099 1.94049 -1.1 -2.4 -0.1 -0.01
C 4.96798 -2.05099 1.89449 4.3 8.1 7.3 -0.68
C 4.49798 -0.65999 1.56249 2.1 1.3 0.8 -0.03
O 4.53598 -2.72299 0.97549 -6.1 -10.2 -7.6 0.02
H 6.80798 -2.23399 0.91949 0.4 0.6 -0.8 0.08
H 6.73498 -3.13899 2.32049 0.2 0.3 0.3 0.09
H 7.02298 -1.38899 2.46349 0.7 1.1 0.8 0.06
H 4.53798 -2.28399 2.86249 0.1 -0.3 0.7 0.13
H 4.64998 -0.48499 0.50449 0.0 0.0 -0.3 0.09
H 5.16198 0.01101 2.08449 0.0 0.8 0.2 0.09
H 3.51098 -0.44899 1.86149 -1.4 0.2 0.2 0.05
H 3.96998 -3.42899 1.39249 0.9 0.4 -1.6 0.17
C 0.28298 3.29201 1.85149 -1.5 1.2 1.0 -0.05
C 1.48098 2.60401 2.42049 -2.7 2.7 5.1 -0.63
C 1.23898 1.73901 3.68549 0.2 1.0 0.7 -0.02
O 1.92198 1.80401 1.56549 3.4 -6.4 -7.1 -0.03
H -0.32702 3.67801 2.69449 0.2 0.4 -0.6 0.10
H -0.40602 2.66701 1.25749 0.6 -0.1 0.2 0.06
H 0.68398 4.09301 1.22549 -0.6 0.1 0.0 0.08
H 2.22598 3.37001 2.55449 0.5 0.4 0.8 0.14
H 0.41098 1.04801 3.46849 -0.1 0.3 0.3 0.06
H 1.05698 2.38001 4.56549 -0.3 -0.6 -0.1 0.08
H 2.12098 1.09801 3.87949 -0.3 0.5 -0.2 0.07
H 1.24498 1.10301 1.37549 1.0 0.7 -0.1 0.07
C 0.17398 -2.71799 -3.21251 1.8 0.6 -0.7 -0.02
C -0.78502 -3.80099 -2.77551 4.7 1.3 6.0 -0.64
C -1.54102 -3.30699 -1.59751 0.0 1.4 2.5 -0.06
O -1.69102 -4.00299 -3.60251 -7.3 -2.1 -8.9 0.01
H 0.39398 -2.78299 -4.28051 -0.1 -0.3 -0.1 0.08
H 1.18898 -2.72499 -2.73751 -1.0 -0.3 0.0 0.09
H -0.21302 -1.69399 -3.09451 -0.2 -0.5 0.3 0.06
H -0.37202 -4.79699 -2.60951 1.6 0.2 0.9 0.15
H -1.99002 -2.30999 -1.78851 0.3 -0.7 -0.2 0.07
H -0.92102 -3.16699 -0.73751 0.6 0.1 0.8 0.06
H -2.34502 -3.95399 -1.26551 -0.2 -0.5 -0.2 0.08
H -2.17502 -4.80599 -3.36051 -0.1 0.5 -0.4 0.13
C -3.06402 3.26301 -0.21351 -2.5 -3.9 -2.2 -0.06
C -3.16202 4.70401 -0.44251 7.0 -0.6 5.7 -0.67
C -1.75202 5.13501 -0.76151 1.1 0.2 0.5 -0.05
O -3.86402 5.12801 -1.37851 -7.1 2.8 -6.9 0.04
H -2.47802 2.94001 0.61649 0.2 0.4 0.9 0.04
H -2.62002 2.60001 -1.07151 -0.8 1.7 1.0 0.11
H -4.12502 2.86801 -0.12651 1.1 0.0 0.2 0.11
H -3.41702 5.21201 0.49749 -0.1 -0.3 0.6 0.15
H -1.66202 6.19301 -0.68451 0.3 1.1 0.2 0.08
H -1.38502 4.86501 -1.72951 -0.5 -0.3 -1.0 0.08
H -1.04702 4.64001 -0.14851 0.9 -0.1 1.2 0.03
H -4.02302 6.08601 -1.30151 0.1 -0.8 -0.2 0.14
C 2.12098 -1.61999 4.73149 2.9 -0.6 0.0 -0.14
O 1.62598 -1.62699 3.41649 -1.5 0.6 -0.5 -0.17
H 1.83898 -2.55599 5.27549 0.2 0.9 -0.2 0.10
H 2.02198 -0.70399 5.35849 -0.9 -0.6 -0.9 0.09
H 3.21298 -1.58999 4.45749 -0.3 -0.4 1.6 0.08
H 2.09998 -2.31999 2.93549 -0.5 0.2 0.2 0.07
C 2.19898 -0.61599 -1.13751 3.0 1.3 -1.2 -0.17
O 2.06198 -1.77799 -0.38251 -1.2 -1.7 -0.3 -0.14
H 2.91298 -0.77199 -2.00251 -0.7 0.0 0.7 0.11
H 2.74398 0.05401 -0.43451 -0.7 0.6 -0.9 0.08
H 1.28598 -0.18399 -1.57951 0.1 -0.6 0.9 0.06
H 2.91598 -2.15399 -0.14451 0.3 0.2 0.0 0.07
C -1.32302 -3.41499 2.25949 -0.6 -0.3 1.5 -0.16
O -0.03902 -3.18799 1.70849 -0.4 -1.6 0.4 -0.14
H -1.61102 -2.62199 2.98949 0.2 -0.1 -0.5 0.07
H -1.27002 -4.33299 2.93449 -0.1 0.9 -1.3 0.10
H -2.17702 -3.47999 1.53349 1.0 -0.2 0.3 0.08
H -0.03302 -2.37099 1.23049 -0.2 0.6 -0.5 -0.01
```
Positions in Å, forces in eV/Å.

=====

No. 2
The following is a DFT calculation (ωB97M-V/def2-TZVPD) of 9 unconnected molecules or ions with the total composition C22H64N2O16 in a non-equilibrium geometry.

Output
Orbital gap in eV: 9.5498
Relative energy (zero: lowest compared OMol25 entry of this formula, charge and spin) in kcal/mol: 94.3
Electronic energy in eV: -59583.97445
SMILES string: COC[C@H](C)N.COC[C@H](C)N.OCCO.OCCO.OCCO.OCCO.OCCO.OCCO.OCCO

```
104
Properties=species:S:1:pos:R:3:forces:R:3:lowdin_charge:R:1
C 0.81310 -2.41972 9.22645 0.4 -0.6 -0.2 -0.11
O 0.44039 -3.67515 9.76108 0.1 0.1 0.4 -0.20
C 0.11274 -3.58195 11.14753 -0.3 -1.0 -0.8 -0.20
C -0.74251 -4.81963 11.52573 -0.4 0.2 -1.2 -0.43
C -2.03707 -4.95166 10.63354 2.2 -0.1 -0.3 -0.05
N -1.10850 -4.71520 12.92262 0.2 0.3 -0.2 0.03
H 1.68822 -2.01723 9.73663 0.0 0.3 0.4 0.08
H -0.03174 -1.73194 9.26226 0.0 0.2 0.0 0.09
H 1.15053 -2.58122 8.20265 -0.3 0.0 -0.1 0.09
H 1.01216 -3.49328 11.75686 0.2 -0.2 0.1 0.13
H -0.44818 -2.65999 11.30064 -0.4 0.1 0.2 0.11
H -0.19373 -5.75069 11.38402 0.4 0.1 -0.1 0.13
H -2.50919 -5.90353 10.87677 -0.5 0.4 0.3 0.07
H -1.67828 -5.09218 9.61391 -0.2 0.2 -0.2 0.06
H -2.64001 -4.04485 10.68100 -0.3 -0.3 0.2 0.08
H -1.50296 -3.78544 12.91602 -0.5 0.3 0.9 0.06
H -1.89043 -5.35142 12.98530 -0.2 0.0 0.7 0.06
C -1.17632 -1.00168 -2.91377 1.0 -0.1 0.8 -0.06
O 0.12541 -0.92797 -2.25061 -1.6 -2.3 -0.9 -0.18
C 0.54133 0.29516 -1.82210 0.1 1.5 0.6 -0.27
C 1.71953 0.18777 -0.85758 0.6 -0.7 -0.3 -0.42
C 1.39467 -0.49980 0.49633 -1.0 1.1 -0.7 -0.05
N 2.37987 1.50529 -0.75316 -0.6 -0.3 1.0 0.03
H -1.37990 -2.03011 -3.21208 0.5 -0.1 0.1 0.08
H -1.20943 -0.39831 -3.82094 0.0 0.3 0.1 0.08
H -1.96902 -0.75782 -2.20648 0.0 0.5 0.0 0.08
H 0.75786 0.92235 -2.68688 0.6 0.3 -0.2 0.12
H -0.22401 0.86378 -1.29388 -0.6 0.0 0.3 0.13
H 2.47835 -0.49075 -1.24734 -0.2 -0.4 -0.7 0.13
H 2.32415 -0.63380 1.04969 -0.3 -0.2 0.2 0.07
H 0.82146 -1.41141 0.32752 0.8 -0.5 -0.3 0.07
H 0.64043 0.04343 1.06565 0.4 0.7 0.3 0.07
H 2.54796 1.91452 -1.66111 0.0 -0.1 -0.2 0.06
H 3.28309 1.30554 -0.34770 0.2 0.4 0.1 0.06
O 7.77998 -1.03770 4.32324 -0.2 -0.8 0.0 -0.06
C 7.91418 0.07036 3.47953 0.9 0.7 -0.8 -0.26
C 7.95730 -0.37322 1.99476 -0.1 -1.5 1.4 -0.28
O 7.82324 0.65467 1.07700 -0.1 0.8 -0.4 -0.05
H 7.68633 -0.74855 5.23385 0.0 0.1 -0.1 0.09
H 7.15825 0.82839 3.68462 -0.2 0.0 -0.3 0.12
H 8.89994 0.51560 3.61410 0.1 0.5 0.4 0.11
H 7.19444 -1.14037 1.86206 -0.3 0.1 -0.2 0.12
H 8.90403 -0.89286 1.84714 0.1 -0.1 0.1 0.12
H 8.69216 0.85184 0.71966 -0.1 0.1 0.0 0.09
O -4.44830 6.82668 -3.03971 -0.3 0.2 -0.9 -0.05
C -4.84190 5.61594 -2.46125 0.2 -1.7 0.9 -0.25
C -5.96323 4.79393 -3.16083 -1.0 2.1 0.8 -0.28
O -5.74757 4.54236 -4.48320 1.1 -1.1 -2.2 -0.06
H -5.10689 7.48532 -2.80723 0.0 0.2 -0.1 0.09
H -3.96345 4.97215 -2.41670 0.2 0.1 -0.2 0.12
H -5.08371 5.81440 -1.41711 -0.4 -0.3 0.2 0.11
H -6.86489 5.40640 -3.16381 -0.5 0.3 0.8 0.11
H -6.26031 3.84725 -2.70957 0.6 0.1 0.5 0.12
H -5.78396 5.33986 -5.01635 0.1 0.1 0.2 0.09
O -8.12344 0.44107 -10.88478 0.0 1.3 -0.8 -0.06
C -7.25874 -0.58076 -10.50919 -1.1 -0.4 1.7 -0.25
C -6.65368 -0.23128 -9.14563 2.4 -0.1 -0.4 -0.27
O -7.50889 0.21179 -8.14041 -1.7 0.2 0.3 -0.05
H -8.23180 0.95673 -10.08232 -0.5 0.3 0.0 0.07
H -7.94334 -1.41502 -10.35603 0.5 -0.8 -0.1 0.12
H -6.50695 -0.79812 -11.26792 0.1 0.1 0.1 0.12
H -5.95095 0.59718 -9.23468 0.5 -0.1 -0.8 0.12
H -6.07826 -1.06519 -8.74364 0.0 -0.3 -0.2 0.12
H -7.20279 1.08139 -7.87264 -0.2 -0.1 0.2 0.09
O 3.52570 -2.04249 -8.15711 -0.4 -0.5 -0.6 -0.04
C 2.20324 -2.48675 -7.98632 -1.8 1.0 0.9 -0.29
C 1.38372 -2.94498 -9.18106 1.3 0.1 0.5 -0.26
O 1.98310 -4.08983 -9.72508 0.4 -0.6 -1.0 -0.07
H 3.93527 -2.72146 -8.69826 0.5 -0.1 -0.2 0.08
H 2.08974 -3.22520 -7.19265 0.4 -0.3 0.2 0.11
H 1.62589 -1.62702 -7.64629 0.2 0.3 0.4 0.11
H 1.41674 -2.13658 -9.91146 -0.3 -0.3 -0.3 0.12
H 0.36813 -3.18856 -8.86903 -0.2 0.5 0.1 0.12
H 1.75282 -4.85601 -9.19444 0.0 0.0 0.1 0.09
O -3.99187 -5.15016 3.93699 -0.6 0.5 1.0 -0.08
C -3.36307 -3.86155 3.93657 0.8 -0.2 -0.6 -0.23
C -4.10333 -2.74975 4.71629 1.1 -0.5 -0.4 -0.27
O -5.41576 -2.59900 4.31885 -1.0 -0.1 -0.1 -0.05
H -3.53978 -5.75691 3.34618 0.1 0.3 0.0 0.08
H -2.34871 -3.92251 4.33086 0.1 -0.1 0.5 0.11
H -3.19279 -3.64023 2.88295 -0.4 0.8 -0.1 0.11
H -3.60331 -1.79873 4.53290 0.2 -0.1 -0.2 0.12
H -4.04504 -2.89069 5.79557 0.1 -0.4 0.2 0.12
H -5.82389 -3.42365 4.59267 -0.5 -0.1 -0.2 0.09
O 6.55937 2.57123 -6.83069 0.3 -0.7 0.1 -0.07
C 6.24790 3.26777 -5.63686 -0.1 -0.6 -0.4 -0.25
C 4.85996 3.83863 -5.83022 0.2 1.2 0.4 -0.26
O 4.67332 4.75807 -4.76799 -0.2 0.3 0.2 -0.07
H 5.94670 1.83680 -6.91346 0.0 -0.2 -0.1 0.08
H 6.22530 2.67446 -4.72276 0.1 -0.6 -0.1 0.12
H 7.12349 3.90057 -5.49191 -0.7 0.9 -0.1 0.13
H 4.07432 3.08342 -5.80742 0.2 -0.5 0.1 0.12
H 4.77756 4.29984 -6.81439 0.2 0.3 -0.1 0.12
H 3.83270 5.21505 -4.84619 -0.1 -0.1 -0.1 0.08
O 0.58434 5.14417 2.42426 0.3 -0.1 0.1 -0.07
C -0.08313 4.58484 3.53314 0.6 0.9 2.0 -0.24
C 0.85013 4.59135 4.86294 -1.0 -1.2 -3.3 -0.20
O 1.89724 3.65639 4.67261 0.4 -0.5 0.8 -0.09
H 1.08461 4.39781 2.08622 0.2 0.2 -0.6 0.07
H -0.89904 5.25154 3.81226 -0.3 -0.1 -0.4 0.11
H -0.44456 3.60621 3.21728 -0.1 -0.2 0.7 0.11
H 0.24278 4.18821 5.67331 0.2 0.4 0.2 0.11
H 1.21140 5.61428 4.96878 -0.1 0.0 0.4 0.11
H 2.40207 3.75004 3.86145 -0.2 0.6 -0.1 0.08
```
Positions in Å, forces in eV/Å.